# 1
{
  "formula": "C3H8N2O2",
  "method": "ωB97M-V/def2-TZVPD",
  "max_force_ev_per_a": 4.273,
  "smiles": "N/C=C\\O.C=NO",
  "e_lumo_ev": 0.87,
  "homo_ev": -7.856,
  "charge": 0,
  "relative_energy_kj_mol": 480.6,
  "e_tot_ha": -378.957938,
  "elements": ["N", "C", "C", "O", "H", "H", "H", "H", "H", "C", "N", "O", "H", "H", "H"],
  "xyz": [[-1.770, 0.376, 1.344], [-1.396, 0.088, 0.013], [-0.677, 0.898, -0.815], [-0.119, 2.110, -0.276], [-2.080, 1.447, 1.405], [-2.597, -0.096, 1.545], [-1.594, -0.863, -0.333], [-0.595, 0.753, -1.906], [-0.131, 1.893, 0.618], [2.615, 0.052, -0.997], [1.579, -0.383, -0.426], [1.548, -0.244, 0.983], [3.431, 0.633, -0.489], [2.898, -0.353, -1.977], [0.783, -0.773, 1.300]],
  "atomic_forces_ev_per_a": [[0.76, 4.20, -0.14], [1.22, 2.60, -1.48], [-0.99, 0.76, 1.45], [-1.17, -1.28, -3.48], [1.04, -2.91, -0.10], [-1.53, -1.19, 0.60], [-0.81, -1.88, -0.74], [0.40, 0.02, 1.05], [0.46, -0.07, 2.80], [1.72, 0.30, 1.02], [0.22, -1.78, 0.52], [0.01, 0.54, -0.55], [-0.87, -0.52, -0.14], [-0.91, 0.62, 0.01], [0.47, 0.59, -0.81]]
}

---

# 2
{
  "formula": "C4H8ClNS",
  "method": "ωB97M-V/def2-TZVPD",
  "max_force_ev_per_a": 6.345,
  "e_lumo_ev": 0.65,
  "homo_ev": -8.524,
  "charge": 0,
  "relative_energy_kj_mol": 206.5,
  "e_tot_ha": -1070.245723,
  "elements": ["C", "C", "C", "C", "H", "H", "H", "H", "H", "H", "H", "H", "N", "S", "Cl"],
  "xyz": [[1.329, -0.038, 0.887], [0.335, 0.267, -0.231], [-0.228, -1.004, -0.884], [-1.542, -1.277, -0.194], [-0.682, 2.993, 0.133], [1.658, 0.878, 1.383], [0.871, -0.684, 1.641], [2.212, -0.547, 0.484], [0.790, 0.922, -0.978], [0.469, -1.846, -0.800], [-0.430, -0.849, -1.954], [-2.044, -2.241, -0.265], [-2.114, -0.336, 0.445], [-1.167, 1.096, 0.424], [0.544, 2.667, -0.092]],
  "atomic_forces_ev_per_a": [[-0.06, -0.10, 0.08], [-0.02, -2.19, -0.83], [0.10, -0.18, 0.24], [-0.30, 0.08, 0.18], [0.35, 0.81, -0.22], [-0.01, -0.16, -0.01], [0.03, 0.04, -0.10], [-0.12, 0.05, 0.01], [-0.31, -1.44, -0.05], [-0.16, 0.07, -0.01], [0.03, 0.01, 0.13], [0.06, 0.06, -0.04], [0.33, -0.24, -0.15], [-1.88, -2.84, 0.48], [1.95, 6.03, 0.29]]
}

---

# 3
{
  "formula": "C3H10OS2",
  "method": "ωB97M-V/def2-TZVPD",
  "s_squared": 0.76,
  "max_force_ev_per_a": 4.062,
  "multiplicity": 2,
  "e_lumo_ev": [-5.53, -8.71],
  "homo_ev": [-12.725, -12.724],
  "charge": 1,
  "relative_energy_kj_mol": 218.8,
  "e_tot_ha": -991.523518,
  "elements": ["C", "S", "S", "H", "H", "H", "H", "C", "O", "C", "H", "H", "H", "H", "H", "H"],
  "xyz": [[1.712, -3.151, -0.066], [0.239, -1.918, -0.236], [-1.067, -3.005, -1.456], [2.525, -2.530, -0.430], [1.706, -3.542, 0.915], [1.472, -4.123, -0.725], [-0.192, -3.466, -2.310], [-1.263, 2.018, 0.169], [-2.271, 3.024, 0.298], [0.124, 2.318, 0.770], [-1.249, 1.748, -0.929], [-1.534, 1.207, 0.884], [-1.952, 3.923, 0.484], [0.487, 1.909, 1.771], [0.318, 3.494, 0.827], [0.943, 2.096, 0.036]],
  "atomic_forces_ev_per_a": [[-2.00, -1.01, -3.17], [-0.33, -2.47, -0.79], [-0.07, 1.83, 1.69], [0.40, -0.51, 0.36], [0.25, 0.29, 1.34], [0.70, 2.50, 1.10], [1.02, -0.60, -0.52], [0.09, -0.08, 1.09], [0.18, -0.03, 0.22], [2.47, 3.16, -0.67], [0.29, -0.12, 1.34], [-0.79, -0.10, -1.25], [0.34, -0.66, -0.13], [-1.22, 0.32, -1.25], [-0.65, -2.26, 0.14], [-0.67, -0.27, 0.51]]
}

---

# 4
{
  "formula": "C32H33F6N6O11S3Ti",
  "method": "ωB97M-V/def2-TZVPD",
  "max_force_ev_per_a": 2.170,
  "e_lumo_ev": 1.57,
  "homo_ev": -4.021,
  "charge": -1,
  "relative_energy_kj_mol": 245.3,
  "e_tot_ha": -5038.786940,
  "elements": ["Ti", "C", "C", "N", "C", "C", "N", "C", "O", "O", "C", "O", "O", "H", "H", "H", "H", "H", "F", "C", "F", "F", "S", "O", "O", "N", "S", "O", "O", "C", "F", "F", "F", "C", "O", "C", "C", "C", "C", "C", "C", "N", "C", "N", "C", "C", "C", "C", "C", "C", "O", "C", "N", "C", "C", "C", "C", "C", "C", "O", "C", "H", "H", "H", "H", "H", "H", "H", "H", "H", "H", "H", "H", "H", "H", "H", "H", "H", "H", "H", "H", "H", "H", "C", "S", "C", "H", "H", "H", "H", "H", "H"],
  "xyz": [[1.699, -1.931, -0.726], [2.917, -1.347, 2.956], [1.613, -1.917, 2.543], [1.129, -1.906, 1.317], [-0.095, -2.515, 1.357], [-0.377, -2.898, 2.632], [0.720, -2.506, 3.359], [-1.513, -3.566, 3.294], [-2.527, -3.912, 2.520], [-1.486, -3.780, 4.482], [-0.830, -2.643, 0.095], [-1.941, -3.142, 0.030], [-0.162, -2.149, -0.913], [2.900, -0.268, 2.799], [3.706, -1.772, 2.337], [3.116, -1.550, 4.007], [0.784, -2.613, 4.360], [-2.382, -3.642, 1.573], [1.188, -6.434, -2.920], [1.620, -5.192, -2.693], [2.440, -4.857, -3.683], [0.560, -4.380, -2.720], [2.473, -5.112, -1.009], [1.635, -4.162, -0.259], [2.396, -6.462, -0.552], [3.900, -4.558, -1.260], [4.116, -2.928, -1.358], [3.569, -2.373, -0.003], [2.814, -2.446, -2.175], [5.695, -0.567, -2.162], [6.393, -0.144, -0.981], [6.688, -1.302, -2.812], [5.696, 0.630, -2.913], [-6.128, 1.982, 0.881], [-4.840, 1.791, 0.332], [-3.971, 2.844, 0.383], [-4.291, 4.115, 0.822], [-3.312, 5.107, 0.851], [-2.024, 4.815, 0.449], [-1.699, 3.535, 0.009], [-2.665, 2.542, -0.036], [-2.405, 1.229, -0.476], [-1.078, 0.739, -0.285], [-0.308, 0.872, -1.412], [1.102, 1.079, -1.356], [2.020, 0.133, -0.891], [3.343, 0.540, -0.674], [3.756, 1.822, -0.999], [2.873, 2.720, -1.569], [1.549, 2.351, -1.747], [0.587, 3.183, -2.283], [0.992, 4.476, -2.682], [-0.607, 0.269, 0.793], [-1.309, 0.232, 1.997], [-2.570, -0.358, 2.131], [-3.173, -0.538, 3.365], [-2.508, -0.137, 4.514], [-1.256, 0.443, 4.407], [-0.644, 0.623, 3.170], [0.625, 1.115, 3.221], [1.106, 1.949, 2.166], [-6.643, 1.030, 0.785], [-6.683, 2.750, 0.336], [-6.068, 2.259, 1.938], [-5.295, 4.342, 1.154], [-3.569, 6.098, 1.199], [-1.256, 5.577, 0.476], [-0.690, 3.312, -0.312], [-3.117, 0.597, -0.129], [-0.770, 1.420, -2.121], [4.069, -0.145, -0.276], [4.796, 2.087, -0.874], [3.223, 3.696, -1.875], [0.100, 4.968, -3.063], [1.749, 4.431, -3.468], [1.388, 5.047, -1.837], [-3.050, -0.767, 1.248], [-4.134, -1.032, 3.427], [-2.953, -0.288, 5.489], [-0.707, 0.764, 5.284], [1.976, 2.457, 2.578], [0.350, 2.690, 1.892], [1.393, 1.372, 1.289], [0.153, 0.128, -4.818], [0.346, -1.514, -4.099], [-1.388, -1.885, -3.784], [-0.256, 0.070, -5.827], [1.138, 0.593, -4.857], [-0.502, 0.745, -4.205], [-1.761, -1.306, -2.939], [-1.465, -2.944, -3.544], [-1.988, -1.679, -4.672]],
  "atomic_forces_ev_per_a": [[1.94, 0.60, -0.77], [-0.01, -0.01, 0.01], [0.14, 0.14, -0.03], [0.11, -0.45, 0.04], [-0.13, -0.14, 0.42], [0.18, 0.10, -0.08], [-0.05, 0.02, 0.16], [-0.19, -0.08, 0.03], [-0.01, 0.03, 0.06], [0.04, 0.01, 0.02], [-0.15, 0.02, -0.08], [-0.09, 0.09, -0.07], [-0.50, -0.30, 0.03], [0.00, -0.03, 0.01], [0.01, 0.00, -0.01], [0.00, 0.00, -0.01], [-0.01, -0.01, -0.01], [0.02, -0.04, -0.04], [-0.02, 0.02, 0.03], [0.15, -0.05, -0.07], [-0.01, -0.01, 0.03], [-0.05, 0.03, -0.01], [-0.36, 0.02, -0.02], [-0.44, 0.04, -0.12], [0.39, -0.05, 0.09], [0.10, 0.09, -0.16], [-0.45, -0.18, 0.23], [-0.10, 0.23, 0.03], [-0.05, -0.20, 0.00], [-0.24, -0.06, 0.05], [0.01, 0.04, -0.13], [0.09, 0.00, 0.01], [0.10, -0.09, 0.08], [0.02, 0.00, 0.01], [-0.04, 0.00, -0.03], [0.06, -0.02, 0.02], [-0.02, 0.00, 0.00], [-0.01, 0.02, 0.01], [0.01, -0.01, -0.01], [-0.04, 0.00, 0.01], [0.02, -0.01, 0.02], [-0.17, -0.05, -0.01], [-0.05, 0.27, -0.25], [-0.11, -0.04, -0.01], [0.24, 0.18, 0.07], [-0.29, -0.25, 0.27], [-0.18, 0.27, -0.01], [0.09, -0.19, 0.06], [-0.08, 0.09, -0.08], [-0.14, -0.07, 0.02], [0.04, -0.06, 0.00], [-0.01, -0.05, 0.01], [0.10, 0.00, -0.09], [-0.13, -0.10, 0.15], [-0.03, -0.02, -0.02], [0.03, -0.02, 0.02], [-0.03, 0.01, -0.01], [0.01, 0.03, 0.02], [-0.16, 0.01, 0.11], [0.10, -0.09, -0.04], [0.10, 0.16, -0.01], [0.00, 0.00, 0.00], [0.00, 0.00, 0.00], [0.01, 0.00, 0.00], [0.01, 0.00, 0.00], [0.00, -0.01, -0.01], [0.00, 0.00, 0.01], [-0.01, 0.00, 0.01], [0.13, 0.12, -0.10], [-0.07, -0.04, -0.03], [0.08, -0.05, -0.04], [0.01, 0.01, 0.02], [-0.02, 0.01, 0.01], [0.00, 0.00, 0.00], [0.00, 0.00, 0.00], [0.00, 0.00, 0.01], [0.01, -0.01, 0.05], [0.01, 0.00, 0.00], [0.01, 0.00, -0.02], [-0.01, -0.02, 0.00], [0.01, 0.05, 0.01], [0.01, -0.03, 0.00], [0.03, 0.07, 0.09], [0.03, 0.00, 0.01], [0.03, 0.01, 0.06], [-0.06, 0.06, -0.07], [0.00, -0.02, 0.01], [0.00, -0.03, 0.01], [0.01, 0.03, 0.04], [0.02, 0.01, 0.00], [0.03, 0.02, 0.04], [0.02, -0.03, 0.00]]
}